A 14-piece molecular cluster, C51H110O33 overall in a non-equilibrium geometry, computed with ωB97M-V/def2-TZVPD.

Last columns: bonded neighbours and bond lengths (Å).
Positions of all 194 atoms, in Å:
1 C 16.40030 20.35630 19.64240  C2 1.449, O6 1.444, H7 1.090, H8 1.090
2 C 16.75814 19.00232 20.01475  C1 1.449, O3 1.394, H9 1.090, H10 1.090
3 O 17.45472 18.69026 18.84794  C2 1.394, C4 1.422
4 C 18.16560 19.84336 18.41612  O3 1.422, O5 1.219, O6 1.296
5 O 19.13634 19.85808 17.67918  C4 1.219
6 O 17.55768 20.85996 18.94156  C1 1.444, C4 1.296
7 H 16.16406 20.98340 20.50208  C1 1.090
8 H 15.58458 20.38548 18.92000  C1 1.090
9 H 15.95724 18.33628 20.33576  C2 1.090
10 H 17.46066 18.85336 20.83473  C2 1.090
11 C 18.29653 15.95926 23.02256  C12 1.531, O16 1.469, H17 1.090, H18 1.090
12 C 18.74076 14.57360 22.54652  C11 1.531, O13 1.380, H19 1.090, H20 1.090
13 O 17.86624 14.29220 21.51680  C12 1.380, C14 1.337
14 C 17.18116 15.37748 21.14104  O13 1.337, O15 1.231, O16 1.293
15 O 16.36325 15.36814 20.22070  C14 1.231
16 O 17.38178 16.36779 21.94862  C11 1.469, C14 1.293
17 H 19.10059 16.69504 23.00724  C11 1.090
18 H 17.69846 15.89220 23.93134  C11 1.090
19 H 18.72780 13.83394 23.34702  C12 1.090
20 H 19.69806 14.70746 22.04274  C12 1.090
21 C 7.43886 21.47126 20.57556  C22 1.505, O26 1.423, H27 1.090, H28 1.090
22 C 8.80432 21.56990 21.20086  C21 1.505, O23 1.349, H29 1.090, H30 1.090
23 O 9.28500 20.31289 21.11050  C22 1.349, C24 1.348
24 C 8.54238 19.50192 20.33150  O23 1.348, O25 1.271, O26 1.344
25 O 8.93955 18.34911 19.97188  C24 1.271
26 O 7.41702 20.16446 20.01298  C21 1.423, C24 1.344
27 H 7.30376 22.13108 19.71854  C21 1.090
28 H 6.67590 21.76966 21.29456  C21 1.090
29 H 8.82002 21.84532 22.25538  C22 1.090
30 H 9.39612 22.22098 20.55746  C22 1.090
31 C 8.17109 15.32630 19.62906  C32 1.501, O36 1.373, H37 1.090, H38 1.090
32 C 8.11049 13.82738 19.68106  C31 1.501, O33 1.388, H39 1.090, H40 1.090
33 O 8.00002 13.50616 18.33572  C32 1.388, C34 1.362
34 C 7.52848 14.58222 17.64620  O33 1.362, O35 1.262, O36 1.366
35 O 7.20662 14.58010 16.42560  C34 1.262
36 O 7.52668 15.67408 18.46745  C31 1.373, C34 1.366
37 H 9.14466 15.73822 19.89472  C31 1.090
38 H 7.41952 15.58036 20.37652  C31 1.090
39 H 7.29146 13.46782 20.30397  C32 1.090
40 H 9.03922 13.51432 20.15810  C32 1.090
41 C 9.81236 17.13432 15.10776  C42 1.523, O46 1.407, H47 1.090, H48 1.090
42 C 10.16666 17.83992 16.40974  C41 1.523, O43 1.407, H49 1.090, H50 1.090
43 O 9.90512 19.20740 16.20868  C42 1.407, C44 1.320
44 C 9.28032 19.33148 15.05204  O43 1.320, O45 1.213, O46 1.372
45 O 8.81542 20.31978 14.52428  C44 1.213
46 O 8.99126 18.10659 14.50660  C41 1.407, C44 1.372
47 H 9.14176 16.31318 15.36100  C41 1.090
48 H 10.64442 16.96128 14.42524  C41 1.090
49 H 11.22434 17.71751 16.64306  C42 1.090
50 H 9.55418 17.56116 17.26720  C42 1.090
51 C 14.30354 12.00326 20.91591  O52 1.401, H57 1.090, H58 1.090, H59 1.090
52 O 13.58530 10.97798 20.28608  C51 1.401, C53 1.407
53 C 12.39268 10.57798 20.91556  O52 1.407, C54 1.516, H60 1.090, H61 1.090
54 C 12.43050 9.79354 22.21214  C53 1.516, O55 1.428, H62 1.090, H63 1.090
55 O 13.12136 8.54367 22.20366  C54 1.428, C56 1.452
56 C 14.46780 8.67548 22.73088  O55 1.452, H64 1.090, H65 1.090, H66 1.090
57 H 15.12364 12.27856 20.25278  C51 1.090
58 H 14.73828 11.80104 21.89480  C51 1.090
59 H 13.64434 12.86872 20.98302  C51 1.090
60 H 11.93440 10.02566 20.09518  C53 1.090
61 H 11.75312 11.45082 21.04674  C53 1.090
62 H 11.38574 9.61194 22.46430  C54 1.090
63 H 12.81666 10.42252 23.01424  C54 1.090
64 H 15.19324 9.22522 22.13118  C56 1.090
65 H 14.92004 7.69618 22.88752  C56 1.090
66 H 14.45858 8.97407 23.77914  C56 1.090
67 C 9.56598 12.61992 24.11022  O68 1.443, H73 1.090, H74 1.090, H75 1.090
68 O 9.90389 13.06196 22.77864  C67 1.443, C69 1.431
69 C 11.06132 13.87674 22.56900  O68 1.431, C70 1.520, H76 1.090, H77 1.090
70 C 10.74490 15.29788 23.00700  C69 1.520, O71 1.423, H78 1.090, H79 1.090
71 O 9.58018 15.85610 22.41004  C70 1.423, C72 1.404
72 C 9.31225 17.13064 22.93496  O71 1.404, H80 1.090, H81 1.090, H82 1.090
73 H 10.41820 12.04104 24.46620  C67 1.090
74 H 8.63834 12.04980 24.16084  C67 1.090
75 H 9.45769 13.44940 24.80902  C67 1.090
76 H 11.31618 13.91654 21.50998  C69 1.090
77 H 11.88724 13.43836 23.12918  C69 1.090
78 H 11.46478 16.04938 22.68280  C70 1.090
79 H 10.56144 15.37568 24.07864  C70 1.090
80 H 9.06800 17.01478 23.99092  C72 1.090
81 H 8.43144 17.61022 22.50800  C72 1.090
82 H 10.14090 17.83748 22.89258  C72 1.090
83 C 13.14036 20.47124 20.37539  O84 1.443, H89 1.090, H90 1.090, H91 1.090
84 O 13.78230 19.68068 21.39838  C83 1.443, C85 1.389
85 C 12.91070 19.54147 22.47122  O84 1.389, C86 1.490, H92 1.090, H93 1.090
86 C 13.40662 18.69681 23.59454  C85 1.490, O87 1.464, H94 1.090, H95 1.090
87 O 14.50720 19.25390 24.38256  C86 1.464, C88 1.415
88 C 15.74724 19.41382 23.72094  O87 1.415, H96 1.090, H97 1.090, H98 1.090
89 H 12.23594 19.96536 20.03746  C83 1.090
90 H 13.81806 20.48460 19.52178  C83 1.090
91 H 12.92976 21.46348 20.77441  C83 1.090
92 H 11.97864 19.08109 22.14350  C85 1.090
93 H 12.63858 20.54484 22.79884  C85 1.090
94 H 13.65460 17.70523 23.21588  C86 1.090
95 H 12.64774 18.33712 24.28942  C86 1.090
96 H 15.98028 18.49661 23.18006  C88 1.090
97 H 16.65917 19.55044 24.30214  C88 1.090
98 H 15.70852 20.22248 22.99110  C88 1.090
99 C 14.05270 11.38554 15.68438  O100 1.422, H105 1.090, H106 1.090, H107 1.090
100 O 13.31208 10.50702 14.84588  C99 1.422, C101 1.456
101 C 13.41706 9.10836 15.23818  O100 1.456, C102 1.507, H108 1.090, H109 1.090
102 C 12.86410 8.68401 16.57421  C101 1.507, O103 1.496, H110 1.090, H111 1.090
103 O 11.62422 9.37811 17.04266  C102 1.496, C104 1.464
104 C 10.48670 9.23126 16.13352  O103 1.464, H112 1.090, H113 1.090, H114 1.090
105 H 13.47392 11.63396 16.57400  C99 1.090
106 H 14.27878 12.26482 15.08118  C99 1.090
107 H 14.96710 10.96238 16.10020  C99 1.090
108 H 14.47906 8.86826 15.28918  C101 1.090
109 H 12.93262 8.47640 14.49384  C101 1.090
110 H 13.63120 8.91058 17.31470  C102 1.090
111 H 12.78932 7.61010 16.74520  C102 1.090
112 H 10.15136 8.19441 16.15768  C104 1.090
113 H 10.68828 9.68660 15.16390  C104 1.090
114 H 9.67280 9.82330 16.55206  C104 1.090
115 C 17.99214 12.45224 18.28160  O116 1.479, H121 1.090, H122 1.090, H123 1.090
116 O 18.52380 13.22418 17.13806  C115 1.479, C117 1.394
117 C 17.42444 13.60554 16.37016  O116 1.394, C118 1.546, H124 1.090, H125 1.090
118 C 17.84542 14.74102 15.40886  C117 1.546, O119 1.441, H126 1.090, H127 1.090
119 O 17.97196 16.00392 16.09090  C118 1.441, C120 1.418
120 C 19.15016 16.08364 16.87567  O119 1.418, H128 1.090, H129 1.090, H130 1.090
121 H 17.32690 11.64250 17.98181  C115 1.090
122 H 17.36814 13.00432 18.98440  C115 1.090
123 H 18.79126 12.06798 18.91552  C115 1.090
124 H 16.55583 13.95480 16.92842  C117 1.090
125 H 16.99203 12.75532 15.84266  C117 1.090
126 H 17.04262 14.80050 14.67398  C118 1.090
127 H 18.80998 14.55404 14.93688  C118 1.090
128 H 19.07347 17.12730 17.18062  C120 1.090
129 H 20.02769 15.94716 16.24368  C120 1.090
130 H 18.99346 15.49630 17.78042  C120 1.090
131 C 15.25784 16.10168 12.02698  O132 1.460, H137 1.090, H138 1.090, H139 1.090
132 O 15.63366 17.36568 11.39996  C131 1.460, C133 1.459
133 C 14.97406 18.46316 12.09880  O132 1.459, C134 1.503, H140 1.090, H141 1.090
134 C 15.36328 19.82532 11.59766  C133 1.503, O135 1.504, H142 1.090, H143 1.090
135 O 14.97712 19.86888 10.14442  C134 1.504, C136 1.422
136 C 15.86172 20.55794 9.27004  O135 1.422, H144 1.090, H145 1.090, H146 1.090
137 H 15.40096 16.11564 13.10746  C131 1.090
138 H 15.98992 15.36520 11.69572  C131 1.090
139 H 14.24944 15.78726 11.75790  C131 1.090
140 H 15.20136 18.39368 13.16258  C133 1.090
141 H 13.89996 18.28396 12.05096  C133 1.090
142 H 16.44074 19.95129 11.70386  C134 1.090
143 H 14.86008 20.60682 12.16700  C134 1.090
144 H 15.92432 21.61164 9.54186  C136 1.090
145 H 15.42890 20.56386 8.26968  C136 1.090
146 H 16.78753 19.98300 9.24954  C136 1.090
147 C 13.27676 15.18260 15.17796  O148 1.395, H153 1.090, H154 1.090, H155 1.090
148 O 13.58340 14.38298 14.07728  C147 1.395, C149 1.440
149 C 12.46070 14.38476 13.17598  O148 1.440, C150 1.552, H156 1.090, H157 1.090
150 C 11.47158 13.20518 13.37056  C149 1.552, O151 1.413, H158 1.090, H159 1.090
151 O 11.02358 13.22620 14.71030  C150 1.413, C152 1.444
152 C 9.76922 12.54804 14.93772  O151 1.444, H160 1.090, H161 1.090, H162 1.090
153 H 12.30298 14.95130 15.60966  C147 1.090
154 H 13.28928 16.22404 14.85650  C147 1.090
155 H 14.09536 15.09336 15.89214  C147 1.090
156 H 12.90138 14.28042 12.18452  C149 1.090
157 H 11.83594 15.27588 13.11544  C149 1.090
158 H 11.99844 12.30888 13.04318  C150 1.090
159 H 10.66518 13.19602 12.63724  C150 1.090
160 H 9.81863 11.49776 14.65038  C152 1.090
161 H 9.06940 13.01908 14.24744  C152 1.090
162 H 9.40352 12.61944 15.96206  C152 1.090
163 C 12.06254 20.63066 12.74372  O164 1.449, H169 1.090, H170 1.090, H171 1.090
164 O 12.58898 20.20279 14.02358  C163 1.449, C165 1.445
165 C 12.80594 21.34360 14.88336  O164 1.445, C166 1.560, H172 1.090, H173 1.090
166 C 13.71996 21.05676 16.11512  C165 1.560, O167 1.407, H174 1.090, H175 1.090
167 O 15.04456 20.74848 15.75280  C166 1.407, C168 1.471
168 C 15.79648 21.82454 15.08924  O167 1.471, H176 1.090, H177 1.090, H178 1.090
169 H 11.19762 21.29400 12.74850  C163 1.090
170 H 11.82962 19.64059 12.35178  C163 1.090
171 H 12.85006 21.02112 12.09918  C163 1.090
172 H 11.82894 21.73396 15.16830  C165 1.090
173 H 13.33762 22.14812 14.37528  C165 1.090
174 H 13.24648 20.18390 16.56464  C166 1.090
175 H 13.64732 21.75168 16.95174  C166 1.090
176 H 16.79808 21.73158 15.50904  C168 1.090
177 H 15.47608 22.83032 15.36102  C168 1.090
178 H 15.65986 21.71184 14.01372  C168 1.090
179 C 14.70030 17.62260 17.10252  O180 1.431, H185 1.090, H186 1.090, H187 1.090
180 O 13.37490 17.20860 17.44746  C179 1.431, C181 1.448
181 C 13.19360 16.66544 18.77749  O180 1.448, C182 1.545, H188 1.090, H189 1.090
182 C 11.76584 16.10368 18.96308  C181 1.545, O183 1.395, H190 1.090, H191 1.090
183 O 11.44320 15.06184 18.09316  C182 1.395, C184 1.449
184 C 12.08324 13.80302 18.41966  O183 1.449, H192 1.090, H193 1.090, H194 1.090
185 H 14.78812 17.96451 16.07126  C179 1.090
186 H 15.44068 16.86062 17.34604  C179 1.090
187 H 15.02048 18.40508 17.79050  C179 1.090
188 H 13.29908 17.49844 19.47256  C181 1.090
189 H 13.93944 15.92896 19.07647  C181 1.090
190 H 11.09986 16.96656 18.96412  C182 1.090
191 H 11.67942 15.64166 19.94654  C182 1.090
192 H 11.82036 13.43224 19.41039  C184 1.090
193 H 13.14600 13.78538 18.17814  C184 1.090
194 H 11.55660 13.06394 17.81592  C184 1.090

Values from the calculation:
- Total energy: -4491.58884 a.u.
- Largest force on an atom: 5.702 eV/A
- LUMO energy: -0.0710 eV
- Total charge: 0
- Highest occupied orbital energy: -8.90 eV